Entry 1:
C36H34Cl2CrN8O6S as an isolated structure, computed with wB97M-V/def2-TZVPD.

Geometry (Å):
Cr1 -1.1938 0.3196 -0.5723
Cl1 -2.1431 -4.1286 -2.1032
Cl2 -7.2729 -2.8576 -3.1190
S1 4.3666 4.3686 1.1419
O1 3.4984 4.8397 0.0965
O2 5.3488 5.2663 1.6795
O3 -0.4115 1.9747 0.2712
O4 0.8563 0.6730 1.5651
O5 -2.7524 1.4050 -2.0304
O6 -1.8118 -1.2342 -1.7658
N1 0.1732 -1.8175 0.2873
N2 3.5474 3.7866 2.4434
N3 -2.7589 -2.7417 0.8720
N4 0.6414 0.1521 -1.6331
N5 -4.4749 0.6384 2.2101
N6 -1.9392 -2.8541 2.9407
N7 2.2863 -0.9454 -2.6098
N8 -2.6797 0.3816 0.9880
C1 2.5657 2.7040 2.2950
C2 -4.1391 -2.7208 4.2048
C3 -3.9858 0.4972 0.9636
C4 -3.7725 0.8253 -2.3775
C5 -1.6806 -2.8286 1.5914
C6 -0.2884 -2.9723 1.0481
C7 5.2542 1.0943 -1.0061
C8 6.7552 1.1615 0.8621
C9 6.1758 2.3431 1.2927
C10 -5.3389 -1.0108 -2.6848
C11 4.6624 2.2755 -0.5892
C12 -2.9969 -1.5472 -2.0958
C13 -2.3082 0.4548 2.3132
C14 1.0181 2.3528 -2.8004
C15 -3.4159 0.6112 3.0839
C16 -3.3741 -2.9183 -2.2735
C17 6.9283 -0.7612 -0.7609
C18 2.8644 2.2681 -4.3788
C19 6.3006 0.5217 -0.2884
C20 2.3026 0.3267 -3.1655
C21 -5.6500 -2.3376 -2.7571
C22 -5.1717 -2.5890 1.5532
C23 -3.3064 -2.7618 3.0919
C24 0.9519 -2.1864 -0.8805
C25 0.5423 1.7829 1.0944
C26 1.3269 3.0265 1.4718
C27 -4.6503 -3.3041 -2.5680
C28 -6.0065 -2.5471 2.6537
C29 1.2681 1.0119 -2.5257
C30 -5.4960 -2.6087 3.9613
C31 -3.8000 -2.6907 1.7809
C32 1.2758 -0.9822 -1.7005
C33 5.1309 2.8896 0.5630
C34 -4.0322 -0.5993 -2.3600
C35 1.8334 2.9667 -3.7316
C36 3.1187 0.9351 -4.1115
H1 -6.1828 -2.5812 4.7976
H2 7.6808 -1.1180 -0.0594
H3 3.2702 4.5544 3.0434
H4 -3.7524 -2.7763 5.2145
H5 -4.8892 -4.3548 -2.6615
H6 -5.4478 0.6917 2.4544
H7 -4.6087 0.4707 0.0866
H8 6.5266 2.8463 2.1841
H9 -5.5541 -2.5498 0.5397
H10 2.2860 2.4074 3.3054
H11 3.4786 2.7873 -5.1024
H12 1.8951 -2.7040 -0.6417
H13 1.5930 3.5423 0.5494
H14 6.1746 -1.5424 -0.8753
H15 -3.5468 0.6880 4.1474
H16 7.4091 -0.6242 -1.7311
H17 -7.0775 -2.4783 2.5113
H18 3.0798 1.8450 1.8656
H19 -6.0971 -0.2616 -2.8818
H20 -1.2704 0.4179 2.6000
H21 7.5734 0.7298 1.4256
H22 -0.3139 -3.8354 0.3806
H23 1.6794 4.0112 -3.9669
H24 3.8502 2.7222 -1.1490
H25 0.6548 3.7030 2.0073
H26 0.2237 2.8778 -2.2861
H27 0.3955 -3.2243 1.8692
H28 -1.2512 -2.9101 3.6703
H29 2.8951 -1.7121 -2.8344
H30 -4.6199 1.4325 -2.7516
H31 3.9180 0.4017 -4.6097
H32 0.3441 -2.8563 -1.4962
H33 0.6464 -1.1258 0.8727
H34 4.8957 0.6158 -1.9091

Results
relative energy (zero: lowest compared OMol25 entry of this formula, charge and spin) = 0.074 eV
spin multiplicity = 5
E_HOMO (spin up / spin down) = -7.004 / -7.679 eV

***

Entry 2:
A 2-piece molecular cluster, C36H34ClN2O6 overall at a distorted geometry, computed with wB97M-V/def2-TZVPD.

Geometry (Å):
Cl1 4.2873 3.4515 -1.2781
O1 -0.1269 0.4841 -2.7717
O2 -1.3146 -2.5868 -2.3186
O3 8.6651 2.3674 -4.8887
O4 -2.2953 3.5035 0.1674
O5 -6.2686 -0.3755 2.9186
O6 0.5275 -2.4097 -1.0468
N1 -5.9481 0.9975 1.1461
N2 7.1115 2.9855 -2.5196
C1 -1.7959 -3.9003 4.3948
C2 -3.3326 1.6726 2.2013
C3 -7.4139 -0.0590 -2.0760
C4 -4.3805 1.0230 3.0916
C5 -1.3365 -1.1031 -0.5200
C6 -1.7471 -3.4147 2.0432
C7 2.5995 3.2392 -0.9060
C8 1.9727 4.1353 -0.0458
C9 -0.4093 -4.0041 4.4285
C10 -6.4769 -2.0016 -1.0499
C11 0.2816 -4.2862 5.7395
C12 -2.3887 -3.0394 0.7212
C13 -0.0578 2.8931 -0.2610
C14 0.3164 -3.8258 3.2517
C15 1.9190 2.1638 -1.4632
C16 -6.3545 0.1195 0.0835
C17 -2.4732 -3.6044 3.2141
C18 -2.8176 -0.6573 1.3463
C19 -0.3581 -3.5295 2.0704
C20 -0.2141 0.8534 -1.6397
C21 -5.5993 0.4682 2.3780
C22 7.6747 1.4705 -4.4165
C23 7.3470 1.5968 -2.9222
C24 -1.1454 0.2743 -0.6312
C25 0.6333 3.9759 0.2781
C26 -7.0200 0.7081 -0.9907
C27 0.5862 2.0030 -1.1187
C28 -1.7897 1.1713 0.2361
C29 -6.0910 -1.2404 0.0460
C30 -0.6201 -2.1053 -1.4105
C31 -2.6507 0.7189 1.2427
C32 10.0008 1.9690 -4.6561
C33 -1.4822 2.6149 0.0662
C34 -7.1450 -1.4213 -2.1208
C35 -2.1801 -1.5541 0.4914
C36 8.4027 0.9880 -2.0043
H1 2.5338 4.9508 0.3825
H2 6.4167 1.0448 -2.7589
H3 -7.2239 1.7669 -0.9484
H4 9.2808 1.6273 -1.9108
H5 -3.9838 0.2361 3.7205
H6 6.7719 1.7154 -4.9813
H7 8.7265 0.0103 -2.3675
H8 0.1005 4.6371 0.9439
H9 7.9446 0.4382 -4.6755
H10 2.3855 1.4638 -2.1369
H11 -4.7655 1.7853 3.7721
H12 -3.7904 2.4630 1.6131
H13 0.2413 -3.3832 6.3525
H14 -3.5499 -3.5084 3.2047
H15 0.2206 -3.3627 1.1682
H16 10.6209 2.4340 -5.4232
H17 7.9939 0.8551 -1.0030
H18 10.1146 0.8832 -4.7258
H19 10.3580 2.3124 -3.6820
H20 1.3914 -3.9149 3.2622
H21 7.9069 3.5389 -2.8286
H22 -0.2238 -5.0642 6.3043
H23 -7.4554 -2.0141 -2.9655
H24 -5.5837 -1.7288 0.8620
H25 1.3323 -4.5216 5.6050
H26 -1.8788 -3.5736 -0.0731
H27 -3.4509 -3.2738 0.7422
H28 -7.9303 0.3923 -2.9104
H29 -3.4542 -1.0564 2.1215
H30 -6.2571 -3.0581 -1.0598
H31 6.3297 3.3558 -3.0526
H32 -2.5870 2.1774 2.8148
H33 -2.3551 -4.0329 5.3117
H34 -5.2718 1.6750 0.8211

Results
relative energy (zero: lowest compared OMol25 entry of this formula, charge and spin) = 0.221 eV
E_HOMO = -5.041 eV
net charge = -1

***

Entry 3:
C36H34N2O7S2V as an isolated structure, computed with wB97M-V/def2-TZVPD.

Geometry (Å):
V1 1.3917 -0.4935 -0.0091
S1 -0.8266 -0.4706 -2.2658
S2 3.4270 1.6607 -1.7997
O1 0.4945 -2.0289 1.1543
O2 -0.2398 0.2514 -1.0462
O3 2.5251 0.5621 -1.2740
O4 0.6847 0.7563 1.3579
O5 2.8040 -0.4564 1.3927
O6 0.7416 -4.0769 -1.7175
O7 1.3360 -1.9837 -1.2109
N1 2.5117 0.1244 2.5060
N2 1.4102 0.7378 2.4618
C1 -3.4642 -1.4792 0.2475
C2 -0.8388 2.6517 4.6704
C3 0.9392 1.4857 3.5977
C4 -0.3726 1.9269 3.5831
C5 -4.4116 0.4981 -3.7581
C6 0.1685 0.0547 -3.6855
C7 1.0424 2.4160 -3.0993
C8 0.7522 -3.1356 -0.9708
C9 1.6771 -6.1281 1.9550
C10 -1.4889 -2.8414 0.0438
C11 -0.0021 2.9221 5.7422
C12 -2.1418 -1.7425 0.5881
C13 0.1810 -4.4131 1.1625
C14 4.2235 5.0752 0.1150
C15 -0.8192 -4.9121 1.9900
C16 1.3113 2.4695 5.7323
C17 -2.6441 1.5586 -1.8790
C18 -0.0346 -3.1460 0.3647
C19 0.1962 1.5395 -4.0268
C20 2.5503 2.2016 -3.2813
C21 2.0978 3.2686 0.0295
C22 4.3075 3.9543 -0.6969
C23 1.4317 -5.0280 1.1489
C24 -4.1385 -2.3104 -0.6315
C25 3.0910 5.2852 0.8894
C26 1.7975 1.7474 4.6560
C27 -2.1701 -3.6802 -0.8363
C28 -3.4876 -3.4143 -1.1703
C29 -0.5723 -6.0163 2.7924
C30 -3.8536 2.1892 -2.1343
C31 -4.7309 1.6636 -3.0730
C32 0.6743 -6.6241 2.7763
C33 -2.3379 0.4022 -2.5767
C34 2.0356 4.3827 0.8524
C35 -3.2117 -0.1473 -3.5043
C36 3.2355 3.0722 -0.7404
H1 1.2856 2.5561 0.0146
H2 2.8180 1.3953 4.6336
H3 -5.1032 0.0839 -4.4792
H4 -0.3716 3.4863 6.5876
H5 0.8633 -7.4885 3.3988
H6 2.7707 1.4128 -4.0048
H7 0.7502 2.2211 -2.0692
H8 2.6472 -6.6061 1.9312
H9 1.9655 2.6827 6.5665
H10 -1.9518 1.9394 -1.1401
H11 -5.1682 -2.1045 -0.8935
H12 5.0497 5.7715 0.1569
H13 -3.9653 -0.6201 0.6752
H14 0.8124 3.4624 -3.2990
H15 -5.6728 2.1592 -3.2663
H16 -4.0101 -4.0744 -1.8504
H17 -1.8623 3.0009 4.6779
H18 0.5688 1.6302 -5.0511
H19 -1.6218 -1.0851 1.2708
H20 -2.9686 -1.0759 -4.0080
H21 3.0780 3.0984 -3.6110
H22 -0.2476 -0.5305 -4.5098
H23 5.2015 3.7620 -1.2782
H24 -1.6592 -4.5345 -1.2616
H25 -1.3569 -6.4032 3.4288
H26 -1.0077 1.7023 2.7393
H27 1.1520 -0.3654 -3.4583
H28 1.0782 -2.4077 1.8275
H29 -4.1127 3.0916 -1.5966
H30 3.0350 6.1521 1.5341
H31 1.1606 4.5431 1.4689
H32 -0.8254 1.9239 -4.0469
H33 -1.7945 -4.4430 2.0022
H34 2.2108 -4.6654 0.4886

Results
relative energy (zero: lowest compared OMol25 entry of this formula, charge and spin) = 0.000 eV
spin multiplicity = 3
E_HOMO (spin up / spin down) = -11.233 / -11.256 eV
net charge = +1

***

Entry 4:
A 3-piece molecular cluster, C36H34O7P2S3 overall, computed with wB97M-V/def2-TZVPD.

Geometry (Å):
S1 -3.4247 2.3998 0.3424
S2 -2.3731 3.0223 -3.4049
S3 -0.6220 -3.1860 -2.4190
P1 -2.8770 1.2196 -2.9390
P2 -2.6121 0.6689 0.0785
O1 -0.5636 0.7214 -1.5200
O2 -3.5079 6.2043 5.4470
O3 -8.0137 3.3131 5.7861
O4 5.2993 -8.2227 -2.4020
O5 -2.0003 -1.0685 -1.9772
O6 5.2037 -2.9756 -3.5140
O7 -0.9145 -1.8345 -0.1528
C1 -4.7432 4.8860 9.2143
C2 -7.1333 4.0370 3.2296
C3 7.6784 -6.7880 -2.0639
C4 -6.6470 3.8594 8.1632
C5 3.9879 -4.9872 -3.3237
C6 1.6567 -6.4893 -3.5007
C7 -5.9235 4.1560 9.3052
C8 6.4998 -6.1924 -2.4957
C9 -6.9803 3.9419 5.7040
C10 2.8439 -7.1025 -3.1386
C11 -6.6643 4.4510 1.9952
C12 -5.5136 5.2264 1.9091
C13 2.4198 -0.2586 -3.4774
C14 7.6431 -4.0778 -2.6911
C15 -4.8241 5.5779 3.0564
C16 -6.4482 4.3902 4.3857
C17 8.8149 -4.6776 -2.2635
C18 -4.2908 5.3257 7.9825
C19 2.7952 -4.3773 -3.6906
C20 8.8313 -6.0313 -1.9454
C21 5.2253 -4.1567 -3.2413
C22 2.3262 1.9015 -2.0880
C23 3.8618 1.8550 -2.1014
C24 -1.2002 -1.9299 -1.3068
C25 1.7057 0.5225 -2.3751
C26 1.6343 -5.1256 -3.7745
C27 -4.5114 5.5281 5.5174
C28 -5.0143 5.0329 6.8330
C29 -1.8620 0.3404 -1.6100
C30 -6.1933 4.2919 6.9230
C31 5.2743 -7.0327 -2.6272
C32 6.4806 -4.8305 -2.8035
C33 4.0112 -6.3537 -3.0436
C34 0.2275 0.6461 -2.7323
C35 -5.2850 5.1579 4.2981
C36 1.7966 2.4889 -0.7600
H1 9.7473 -6.4958 -1.6049
H2 0.4087 -3.4852 -1.6252
H3 7.6123 -3.0260 -2.9398
H4 -5.1493 5.5471 0.9419
H5 2.6095 2.8686 -0.1425
H6 -8.0288 3.4368 3.3147
H7 1.7588 -0.0520 -1.4424
H8 -3.9229 6.1731 3.0057
H9 2.5394 0.3328 -4.3875
H10 0.7093 -4.6417 -4.0583
H11 -3.3773 5.8976 7.8940
H12 -4.1767 5.1122 10.1082
H13 -6.2774 3.8172 10.2701
H14 -7.5656 3.2913 8.2150
H15 -0.0882 -0.2327 -3.3001
H16 4.2706 2.6741 -1.5105
H17 3.4186 -0.5539 -3.1598
H18 1.0990 3.3092 -0.9298
H19 9.7192 -4.0902 -2.1751
H20 2.0211 2.5773 -2.8933
H21 -7.1927 4.1675 1.0946
H22 4.2586 1.9661 -3.1109
H23 1.2590 1.7448 -0.1727
H24 -3.4571 -0.4412 0.2266
H25 7.6752 -7.8426 -1.8251
H26 0.7466 -7.0708 -3.5677
H27 -4.1666 1.0738 -2.4088
H28 1.8780 -1.1778 -3.7065
H29 4.2466 0.9235 -1.6825
H30 -2.8457 0.2705 -3.9702
H31 0.0408 1.5435 -3.3236
H32 2.8825 -8.1609 -2.9208
H33 2.7928 -3.3162 -3.9030
H34 -1.5199 0.3925 0.9027

Results
E_HOMO = -8.771 eV

***

Entry 5:
C36H35ClF5N3O7SSiSn as an isolated structure, computed with wB97M-V/def2-TZVPD.

Geometry (Å):
Sn1 1.7913 0.4681 -1.0826
Cl1 -1.9964 5.9894 -6.9558
S1 -0.6297 -5.3271 3.4033
Si1 -1.1302 -1.0966 -1.7010
F1 2.9243 2.7776 -4.2326
F2 3.2963 -1.9340 -3.9109
F3 2.4350 2.5452 -6.8639
F4 2.3716 0.0922 -8.0594
F5 2.8144 -2.1379 -6.5454
O1 1.2349 -1.8145 0.8722
O2 0.4951 -5.3060 4.2937
O3 0.6036 1.7784 -2.4849
O4 3.3580 -2.1419 1.5328
O5 -0.4544 3.1726 -1.0747
O6 -1.6747 -6.3031 3.5944
O7 3.3263 0.5425 -2.6678
N1 2.1836 0.0710 2.9344
N2 0.3655 1.9744 2.4617
N3 -0.0928 -5.5656 1.8670
C1 -0.5457 -2.6108 3.7099
C2 -0.7253 3.8935 -5.7941
C3 -1.8626 -2.8262 -1.4784
C4 2.6041 0.1991 -6.7340
C5 -1.3415 -3.7113 3.4185
C6 1.8749 -3.9907 1.6442
C7 -0.1124 2.7915 -2.1953
C8 -2.4124 -1.1507 3.2462
C9 2.8750 1.5486 -4.7660
C10 2.0453 1.7067 6.2305
C11 -0.9540 3.8401 3.1445
C12 0.5207 -4.4335 1.1246
C13 -3.1928 -2.2677 2.9572
C14 0.5110 2.7970 4.7447
C15 0.6745 -1.1282 -2.1148
C16 2.1885 -2.5126 1.3015
C17 -0.2974 3.1620 -4.6957
C18 0.8857 1.9150 3.7101
C19 2.6366 1.4393 -6.1214
C20 -2.9697 0.2408 3.1464
C21 1.1030 2.6808 6.0276
C22 -1.3225 4.7470 -3.2173
C23 2.8256 -0.9249 -5.9620
C24 -1.5009 -0.1479 -0.1236
C25 -2.1015 -0.2967 -3.1090
C26 -1.4514 5.0513 -5.5787
C27 3.0871 0.4281 -3.9359
C28 1.8800 0.8902 3.9463
C29 -0.5072 2.9075 2.1804
C30 3.0645 -0.8105 -4.6051
C31 -1.7596 5.4916 -4.3024
C32 -1.0852 -1.3402 3.6208
C33 -0.4545 3.7765 4.4133
C34 -2.6647 -3.5466 3.0342
C35 2.4398 0.8192 5.2173
C36 -0.5875 3.5833 -3.4042
H1 -2.9383 -2.7767 -1.2815
H2 -1.7044 0.6972 -3.3264
H3 1.9099 -4.0742 2.7315
H4 -4.2237 -2.1315 2.6504
H5 -2.5674 -0.2044 0.1205
H6 -3.1620 -0.1959 -2.8591
H7 2.6870 -4.6150 1.2696
H8 3.1857 0.0607 5.4217
H9 2.5069 1.6085 7.2073
H10 -3.2678 -4.4152 2.8034
H11 -2.0222 -0.8952 -4.0213
H12 -0.4911 3.5745 -6.8005
H13 1.7045 0.1671 2.0496
H14 -1.7058 -3.4359 -2.3728
H15 -0.4551 -0.4816 3.8156
H16 -1.5398 5.0535 -2.2026
H17 -0.1367 -3.5625 1.1283
H18 -1.6817 4.5908 2.8628
H19 -1.3874 -3.3308 -0.6351
H20 -3.0595 0.6944 4.1367
H21 -3.9536 0.2411 2.6763
H22 -1.2332 0.9097 -0.2154
H23 -0.8619 2.9477 1.1556
H24 0.8023 -0.9902 -3.1933
H25 2.9041 -0.6367 2.9439
H26 -0.9277 -0.5748 0.7050
H27 0.5955 -4.7715 0.0902
H28 0.8087 3.3592 6.8194
H29 -2.3294 6.4013 -4.1677
H30 0.2709 2.2512 -4.8258
H31 -0.8553 -5.9864 1.3503
H32 0.4913 -2.7478 3.9842
H33 -2.3055 0.8712 2.5547
H34 -0.7776 4.4758 5.1778
H35 1.1317 -2.0734 -1.8141

Results
relative energy (zero: lowest compared OMol25 entry of this formula, charge and spin) = 0.000 eV
E_HOMO = -2.488 eV
net charge = -2

***

Entry 6:
A 2-piece molecular cluster, C36H35N3O2 overall at a distorted geometry, computed with wB97M-V/def2-TZVPD.

Geometry (Å):
O1 2.1421 0.1037 2.8938
O2 1.4458 2.1818 3.4317
N1 -5.1090 0.1306 -2.0650
N2 4.7637 0.1312 -2.3110
N3 -3.7085 2.4226 4.0270
C1 6.0510 -3.2528 -1.4700
C2 -1.3523 1.1531 -0.3753
C3 2.4139 1.6124 0.1580
C4 6.5721 -1.7560 0.3591
C5 -5.9792 -2.1375 -2.2555
C6 3.4206 0.6184 3.3550
C7 -2.5654 1.7018 0.1384
C8 -5.1788 0.3024 -3.5178
C9 2.4859 0.9532 -2.5394
C10 -1.4668 0.1991 -1.4243
C11 -1.3054 1.1810 3.2319
C12 -1.3570 2.5751 3.5817
C13 1.1663 1.4481 -0.5315
C14 -6.9061 -1.9966 0.3850
C15 6.5671 -3.0470 -0.1858
C16 3.6482 0.7560 -1.7521
C17 -3.8598 0.4890 -1.4958
C18 1.1636 1.0384 3.0560
C19 -6.5319 -3.2664 -1.6532
C20 4.4137 -0.4958 3.1622
C21 -3.7946 1.3332 -0.3759
C22 -6.2565 -0.8939 -0.1745
C23 -5.8022 -0.9622 -1.5046
C24 6.0483 -0.6849 -0.3709
C25 3.5982 1.1656 -0.3950
C26 -2.5851 3.1396 3.9420
C27 1.2741 1.2530 -1.9462
C28 -0.1546 0.5546 2.7165
C29 -3.7026 1.1307 3.6714
C30 -2.5426 0.4611 3.2831
C31 5.4573 -0.8988 -1.6303
C32 5.5360 -2.1845 -2.2063
C33 4.8638 0.1327 -3.7688
C34 -2.6730 -0.0214 -2.0551
C35 -0.0794 1.5340 0.1452
C36 -7.0217 -3.1952 -0.3415
H1 -6.2196 0.2073 -3.8391
H2 -5.6155 -2.1823 -3.2820
H3 -4.5583 -0.4368 -4.0380
H4 -0.2407 -0.4253 2.2440
H5 -7.4992 -4.0718 0.1100
H6 6.0393 -4.2536 -1.9015
H7 -0.5837 -0.3344 -1.7663
H8 4.3066 -0.9630 2.1766
H9 6.9801 -1.5714 1.3555
H10 -2.5970 -0.5935 3.0188
H11 4.2203 -0.6311 -4.2253
H12 4.5721 1.1193 -4.1410
H13 0.3843 1.3496 -2.5704
H14 6.9637 -3.8841 0.3938
H15 -2.7313 -0.6488 -2.9446
H16 6.1151 0.3278 0.0291
H17 -6.1070 0.0266 0.3941
H18 2.5263 0.8078 -3.6195
H19 -2.5145 2.4381 0.9399
H20 4.2683 -1.2595 3.9375
H21 3.3361 0.9075 4.4183
H22 -6.5720 -4.2012 -2.2153
H23 -4.8038 1.3068 -3.7403
H24 2.4205 2.1206 1.1289
H25 4.4934 1.1612 0.2208
H26 -4.7294 1.6972 0.0542
H27 3.6970 1.5030 2.7604
H28 5.4332 -0.1089 3.2544
H29 -0.0560 2.0362 1.1143
H30 -2.6369 4.2078 4.1713
H31 -0.4573 3.1798 3.5367
H32 -7.3119 -1.9286 1.3962
H33 5.9006 -0.0637 -4.0618
H34 -4.6620 0.6024 3.7066
H35 5.1401 -2.3504 -3.2088

Results
E_HOMO = -6.447 eV

***

| no. | electronic energy (eV) |
| --- | --- |
| 1 | -126396.664 |
| 2 | -65674.385 |
| 3 | -102549.576 |
| 4 | -103300.196 |
| 5 | -107362.917 |
| 6 | -46462.277 |